No. 1
This record from OMol25 describes C40H38AsF9HfN3O10P as an isolated structure. The level of theory is ωB97M-V with the def2-TZVPD basis set.

Atoms and positions in Å:
Hf (0.507, 1.785, 1.936)
O (2.019, 4.083, 5.183)
C (1.846, 3.290, 4.134)
O (1.043, 2.325, 4.078)
C (2.798, 3.485, 3.038)
C (3.897, 4.348, 2.978)
C (4.806, 4.129, 1.946)
C (4.639, 3.086, 1.034)
C (3.439, 2.327, 1.125)
N (2.550, 2.516, 2.111)
C (2.967, 1.157, 0.379)
O (3.724, 0.658, -0.568)
O (1.824, 0.751, 0.647)
H (1.520, 3.802, 5.997)
H (4.083, 5.046, 3.778)
H (5.645, 4.769, 1.795)
H (5.243, 3.041, 0.150)
H (4.683, 0.887, -0.350)
C (-2.308, 0.100, 4.659)
C (-2.196, 0.365, 3.185)
C (-3.522, 0.124, 2.418)
O (-1.628, 1.679, 2.884)
C (-1.169, -0.662, 2.651)
O (-1.440, -1.859, 2.379)
O (0.046, -0.096, 2.553)
H (-3.007, 0.858, 5.026)
H (-1.347, 0.194, 5.106)
H (-2.673, -0.902, 4.669)
H (-4.377, 0.535, 2.981)
H (-3.664, -0.943, 2.245)
H (-3.442, 0.616, 1.462)
H (-2.339, 2.344, 2.735)
C (-2.181, 5.337, 0.220)
As (-0.659, 5.284, 1.450)
C (-1.247, 6.326, 3.004)
C (0.711, 6.506, 0.720)
O (-0.029, 3.723, 1.916)
H (-2.563, 6.293, 0.495)
H (-2.893, 4.484, 0.419)
H (-1.771, 5.396, -0.832)
H (-1.225, 7.371, 2.756)
H (-0.712, 6.180, 3.983)
H (-2.301, 6.081, 3.254)
H (0.285, 6.963, -0.160)
H (1.486, 5.815, 0.480)
H (1.029, 7.275, 1.444)
F (-1.152, -2.524, -7.992)
C (-0.177, -2.093, -7.121)
F (-0.523, -0.877, -6.600)
F (0.948, -1.992, -7.829)
C (0.009, -3.052, -5.956)
C (-0.855, -4.000, -5.398)
C (-0.795, -4.302, -4.031)
C (0.007, -3.560, -3.170)
C (1.134, -2.939, -3.750)
C (1.150, -2.749, -5.111)
P (-0.289, -3.286, -1.466)
C (-1.767, -4.049, -1.000)
C (-1.900, -5.059, -0.026)
C (-3.136, -5.418, 0.509)
C (-4.285, -4.705, 0.092)
C (-4.178, -3.768, -0.933)
C (-2.956, -3.526, -1.518)
C (-5.541, -4.716, 0.931)
F (-5.614, -5.937, 1.580)
F (-5.583, -3.666, 1.879)
F (-6.652, -4.651, 0.134)
C (0.993, -4.092, -0.480)
C (0.977, -3.806, 0.892)
C (2.068, -4.216, 1.652)
C (3.111, -4.986, 1.104)
C (2.946, -5.463, -0.204)
C (1.968, -4.974, -0.972)
C (4.515, -4.946, 1.632)
F (4.801, -5.742, 2.688)
F (5.398, -5.280, 0.622)
F (4.820, -3.661, 2.057)
H (-1.676, -4.459, -5.950)
H (-1.390, -5.124, -3.608)
H (1.849, -2.479, -3.088)
H (2.030, -2.221, -5.611)
H (-1.006, -5.567, 0.355)
H (-3.278, -6.203, 1.282)
H (-5.066, -3.250, -1.342)
H (-2.907, -2.876, -2.412)
H (0.040, -3.393, 1.304)
H (1.997, -4.011, 2.754)
H (3.799, -6.009, -0.624)
H (1.865, -5.321, -1.980)
C (0.948, 3.677, -4.210)
N (0.455, 3.010, -2.992)
C (-0.362, 1.954, -3.131)
C (-0.939, 1.413, -2.060)
C (-0.377, 1.836, -0.744)
O (-0.798, 1.240, 0.302)
N (0.480, 2.846, -0.589)
C (0.708, 3.593, -1.720)
O (1.045, 4.782, -1.609)
H (1.784, 4.347, -3.984)
H (0.174, 4.267, -4.729)
H (1.242, 2.983, -4.990)
H (-0.459, 1.503, -4.151)
H (-1.699, 0.626, -2.178)

As for the total charge: +2. Its energy above the lowest of the compared OMol25 structures with the same formula, charge and spin is 3.069 eV. As for the gap between HOMO and LUMO: 3.14 eV. The value obtained for the HOMO energy is -11.15 eV.

No. 2
This record from OMol25 describes a 2-piece molecular cluster, C17H21N3O6 overall. The level of theory is ωB97M-V with the def2-TZVPD basis set.

Atoms and positions in Å:
C (1.558, 1.244, 4.395)
H (2.558, 1.609, 4.189)
H (1.319, 1.283, 5.270)
H (1.488, 0.308, 4.013)
C (0.558, 2.401, 3.479)
C (0.468, 3.611, 4.299)
H (-0.254, 4.195, 3.833)
H (0.191, 3.572, 5.150)
H (1.569, 4.164, 4.253)
H (-0.360, 1.749, 3.488)
C (1.373, 2.337, 2.125)
H (2.326, 2.965, 2.149)
H (0.367, 3.288, 1.585)
C (1.329, 1.104, 1.176)
N (1.056, 1.696, -0.246)
C (-0.114, 1.004, -0.586)
O (-0.695, 1.246, -1.789)
N (-0.685, 0.206, 0.355)
C (0.189, 0.141, 1.254)
O (-0.055, -0.613, 2.433)
C (-1.742, -0.539, 0.051)
C (-1.745, -1.316, -1.157)
C (-2.925, -1.269, -2.034)
C (-3.026, -1.826, -3.194)
C (-1.710, -2.152, -4.095)
C (-0.755, -2.331, -3.277)
C (-0.853, -1.680, -1.874)
O (0.584, -1.851, -1.264)
C (1.594, -2.140, -1.772)
O (1.384, -3.240, -2.725)
C (0.617, -2.920, -3.834)
H (0.326, -3.732, -4.302)
H (0.977, -2.267, -4.533)
H (2.282, -2.295, -1.134)
H (1.898, -1.167, -2.427)
H (-1.834, -2.800, -4.972)
N (-4.241, -1.542, -4.200)
O (-4.321, -2.291, -5.059)
O (-5.220, -1.235, -3.506)
H (-3.771, -0.820, -1.518)
H (-1.839, -1.548, 0.866)
H (-2.640, -0.219, 0.496)
H (1.594, 2.303, -0.565)
C (2.509, 0.522, 1.376)
H (2.849, 0.087, 2.299)
H (3.310, 1.117, 0.995)
H (2.510, -0.359, 0.534)

As for the total charge: 0. Its energy above the lowest of the compared OMol25 structures with the same formula, charge and spin is 22.619 eV. As for the gap between HOMO and LUMO: 8.69 eV. The value obtained for the HOMO energy is -9.28 eV.

No. 3
This record from OMol25 describes C15H22BF4N6O3S2Sn as an isolated structure. The level of theory is ωB97M-V with the def2-TZVPD basis set.

Atoms and positions in Å:
Sn (-0.227, 0.340, 0.924)
N (-3.144, 3.791, 0.446)
C (-2.319, 2.634, 0.395)
S (-1.100, 2.637, 1.754)
N (-3.168, 1.501, 0.291)
N (-2.575, 0.385, 0.560)
C (-3.243, -0.741, 0.502)
C (-2.613, -1.976, 0.885)
C (-3.248, -3.212, 0.683)
C (-2.592, -4.370, 1.029)
C (-1.308, -4.300, 1.563)
C (-0.749, -3.049, 1.735)
N (-1.392, -1.920, 1.441)
H (-2.586, 4.623, 0.304)
H (-3.861, 3.717, -0.266)
H (-4.271, -0.732, 0.158)
H (-4.232, -3.234, 0.233)
H (-3.062, -5.332, 0.862)
H (-0.747, -5.189, 1.813)
H (0.258, -2.925, 2.116)
C (1.623, 0.386, -3.535)
C (1.258, 0.993, -2.215)
N (1.889, 0.856, -1.110)
O (2.912, -0.099, -1.118)
C (0.061, 1.870, -2.148)
C (-0.388, 2.646, -3.349)
N (-0.548, 1.897, -1.026)
O (-1.564, 2.784, -0.930)
H (2.534, -0.198, -3.464)
H (1.773, 1.185, -4.266)
H (0.824, -0.266, -3.890)
H (2.504, -0.931, -1.443)
H (0.267, 3.504, -3.524)
H (-1.400, 3.010, -3.197)
H (-0.361, 2.014, -4.235)
O (2.108, -1.426, 2.071)
S (3.572, -1.212, 1.839)
C (3.829, 0.604, 1.854)
C (4.547, 0.992, 3.145)
C (4.139, -0.051, 4.183)
C (4.358, -1.380, 3.476)
H (2.810, 0.990, 1.816)
H (4.340, 0.894, 0.940)
H (4.291, 2.008, 3.446)
H (5.630, 0.951, 3.002)
H (3.080, 0.058, 4.426)
H (4.712, 0.028, 5.108)
H (3.891, -2.242, 3.949)
H (5.420, -1.578, 3.313)
F (1.570, -2.351, -2.025)
B (0.141, -2.462, -2.091)
F (-0.250, -2.390, -3.435)
F (-0.256, -3.656, -1.517)
F (-0.412, -1.365, -1.381)

As for the total charge: -1. Its energy above the lowest of the compared OMol25 structures with the same formula, charge and spin is 0.989 eV. As for the gap between HOMO and LUMO: 6.29 eV. The value obtained for the HOMO energy is -3.94 eV.

No. 4
This record from OMol25 describes a 6-piece molecular cluster, C21H42BrF9NO5S6 overall. The level of theory is ωB97M-V with the def2-TZVPD basis set.

Atoms and positions in Å:
F (0.124, -0.280, -2.588)
C (1.033, -1.125, -2.040)
F (1.500, -1.850, -3.108)
C (0.401, -2.161, -1.106)
C (-0.734, -2.904, -1.865)
C (-2.002, -3.199, -1.023)
C (-2.550, -2.015, -0.198)
C (-2.680, -0.709, -0.949)
C (-2.912, -0.635, -2.294)
N (-2.978, 0.568, -2.867)
C (-2.836, 1.717, -2.212)
C (-2.636, 1.719, -0.871)
C (-2.561, 0.487, -0.224)
Br (-2.299, 0.500, 1.649)
C (2.289, -0.377, -1.507)
F (3.302, -1.238, -1.405)
F (2.659, 0.496, -2.457)
S (2.108, 0.576, 0.106)
F (0.519, 0.617, 0.006)
F (2.130, 1.972, -0.685)
F (3.702, 0.688, 0.186)
F (2.118, -0.745, 0.973)
F (2.009, 1.408, 1.449)
H (1.168, -2.911, -0.878)
H (0.090, -1.744, -0.145)
H (-1.025, -2.407, -2.795)
H (-0.331, -3.875, -2.176)
H (-2.792, -3.470, -1.746)
H (-1.900, -4.083, -0.384)
H (-1.890, -1.883, 0.665)
H (-3.537, -2.256, 0.219)
H (-3.003, -1.562, -2.846)
H (-3.125, 0.612, -3.870)
H (-2.877, 2.667, -2.735)
H (-2.542, 2.632, -0.298)
C (-3.239, -4.023, 4.885)
S (-2.407, -3.459, 3.396)
O (-3.285, -3.793, 2.240)
C (-1.090, -4.682, 3.437)
H (-4.128, -3.413, 5.029)
H (-3.527, -5.068, 4.773)
H (-2.573, -3.903, 5.740)
H (-1.517, -5.685, 3.418)
H (-0.493, -4.542, 4.338)
H (-0.461, -4.536, 2.560)
C (6.048, 1.858, 1.766)
S (7.653, 2.143, 1.009)
O (8.688, 1.811, 2.021)
C (7.517, 3.935, 0.945)
H (5.936, 0.788, 1.935)
H (5.988, 2.385, 2.719)
H (5.263, 2.203, 1.095)
H (7.365, 4.329, 1.950)
H (6.684, 4.213, 0.299)
H (8.443, 4.332, 0.533)
C (-8.481, -0.883, -1.502)
S (-6.913, -0.611, -2.332)
O (-5.831, -0.894, -1.343)
C (-7.069, 1.177, -2.457)
H (-8.573, -1.946, -1.290)
H (-8.508, -0.320, -0.569)
H (-9.296, -0.572, -2.156)
H (-7.187, 1.608, -1.463)
H (-7.928, 1.423, -3.081)
H (-6.163, 1.569, -2.919)
C (9.323, -1.628, -0.962)
S (11.112, -1.429, -0.957)
O (11.707, -2.775, -1.157)
C (11.252, -1.032, 0.791)
H (9.014, -1.920, -1.964)
H (9.033, -2.405, -0.253)
H (8.850, -0.682, -0.698)
H (10.840, -1.846, 1.388)
H (10.717, -0.103, 1.000)
H (12.307, -0.904, 1.027)
C (-6.415, 5.230, -0.068)
S (-4.633, 5.447, -0.112)
O (-4.029, 4.091, -0.309)
C (-4.441, 5.866, 1.622)
H (-6.745, 4.923, -1.059)
H (-6.677, 4.462, 0.660)
H (-6.888, 6.177, 0.194)
H (-4.828, 5.057, 2.242)
H (-4.975, 6.792, 1.831)
H (-3.381, 6.005, 1.823)

As for the total charge: +1. As for the gap between HOMO and LUMO: 6.33 eV. The value obtained for the HOMO energy is -9.62 eV.

No. 5
This record from OMol25 describes a 2-piece molecular cluster, CH5N4S overall. The level of theory is ωB97M-V with the def2-TZVPD basis set.

Atoms and positions in Å:
C (-1.879, -0.165, 0.081)
N (1.235, 0.016, -0.135)
N (2.342, 0.206, -0.051)
N (3.494, 0.189, 0.137)
N (-1.085, -1.164, -0.102)
S (-1.350, 1.440, -0.027)
H (-2.930, -0.355, 0.292)
H (4.185, 0.884, -0.080)
H (-1.400, -2.124, -0.043)
H (-2.543, 2.016, 0.173)
H (-0.070, -0.943, -0.245)

As for the total charge: +1. Its energy above the lowest of the compared OMol25 structures with the same formula, charge and spin is 0.028 eV. As for the gap between HOMO and LUMO: 9.98 eV. The value obtained for the HOMO energy is -14.41 eV.